81
Properties=species:S:1:pos:R:3:forces:R:3:lowdin_charge:R:1 method="wB97M-V/def2-TZVPD" lumo_ev=2.46 homo_lumo_gap_ev=6.320 total_charge=-1 e_above_lowest_ev=0.014 homo_energy_ev=-3.9
Mg -0.484304 -0.240569 -0.737614 -0.01 0.03 -0.04 0.5978
C -2.111888 0.897833 4.529332 0.01 0.00 -0.01 -0.0663
C -1.512142 -0.044800 3.660805 0.00 0.00 0.03 -0.1465
N -0.737725 0.285273 2.667833 0.01 0.00 0.00 0.1431
C -0.463010 1.595616 2.460068 -0.01 -0.01 -0.02 -0.1641
C -0.996348 2.619303 3.277064 -0.02 -0.01 0.02 -0.1717
C -1.856903 2.222273 4.328502 0.00 0.00 -0.01 -0.0390
C -0.640685 3.967892 3.039137 0.02 0.01 -0.02 -0.0668
C 0.234713 4.260463 2.029609 -0.03 0.00 0.02 -0.0891
C 0.763092 3.245675 1.207954 0.00 -0.03 -0.04 -0.0445
C 0.417874 1.920458 1.374047 0.01 0.04 0.03 -0.2468
N 0.839753 0.916156 0.511445 -0.03 -0.05 0.00 0.0305
C 2.144292 0.595248 0.482688 -0.02 0.00 0.01 -0.2510
C 3.156742 1.086468 1.313356 0.03 0.02 0.03 -0.0329
C 4.494701 0.699433 1.147784 -0.02 0.01 0.00 -0.1094
C 4.900656 -0.163285 0.162795 0.00 -0.01 -0.02 -0.0881
C 3.916935 -0.708942 -0.698277 0.00 0.05 0.02 -0.1829
C 4.213908 -1.578600 -1.768877 -0.02 -0.01 -0.03 -0.0278
C 3.211196 -2.068257 -2.561000 0.03 0.00 0.02 -0.0535
C 1.885447 -1.714631 -2.264120 -0.03 -0.01 0.02 -0.1288
N 1.580692 -0.915572 -1.271875 -0.05 0.06 -0.02 0.0784
C 2.558175 -0.377274 -0.510998 0.05 -0.02 -0.04 -0.1688
H -2.756502 0.561405 5.331408 0.00 0.00 0.00 0.0935
H -1.690664 -1.108963 3.794874 0.01 0.00 -0.01 0.1088
H -2.292243 2.981860 4.969428 0.00 0.00 0.00 0.1071
H -1.051616 4.746769 3.671592 0.00 0.00 0.00 0.0988
H 0.525349 5.288912 1.848040 0.00 0.00 0.00 0.0963
H 1.449016 3.500472 0.407709 -0.01 0.00 0.00 0.1158
H 2.903270 1.788854 2.096620 0.01 0.00 0.00 0.0992
H 5.234535 1.115272 1.823970 0.00 0.01 0.00 0.0950
H 5.942361 -0.427950 0.029775 0.00 0.00 0.00 0.0939
H 5.249112 -1.842584 -1.957928 0.00 0.00 0.00 0.1115
H 3.420020 -2.720314 -3.398767 0.00 0.00 0.00 0.0991
H 1.055485 -2.087322 -2.855399 0.00 0.01 0.00 0.1235
F -4.652492 -3.849166 -0.276410 0.00 0.00 -0.01 0.0231
C -3.328541 -3.658124 -0.009811 -0.01 -0.01 0.01 -0.2857
C -2.735121 -2.460142 -0.348949 0.01 0.00 -0.03 -0.1096
C -1.378386 -2.196567 -0.090299 0.05 0.00 0.02 -0.0677
C -0.679776 -3.239655 0.559761 0.00 0.04 0.00 -0.1663
C -1.311214 -4.435094 0.860761 0.01 0.01 0.00 -0.2343
F -0.607506 -5.428142 1.475924 0.00 0.00 0.01 0.0411
C -2.641593 -4.689606 0.592456 -0.01 -0.01 0.00 0.0370
C 0.736245 -3.084542 1.017697 -0.02 -0.04 0.01 -0.2536
C 1.793756 -3.691478 0.340743 0.00 -0.02 0.00 -0.0295
C 3.082137 -3.521896 0.810817 -0.01 -0.01 0.00 -0.0805
C 3.284110 -2.745172 1.942891 -0.02 0.00 0.01 -0.0819
C 2.172583 -2.190215 2.554013 0.02 -0.02 -0.01 -0.1428
N 0.925864 -2.364133 2.121836 -0.01 0.00 0.02 0.1489
H -3.367507 -1.722911 -0.832659 0.01 -0.02 0.02 0.0750
H -3.109278 -5.628092 0.851821 0.00 0.00 0.00 0.1182
H 1.591553 -4.273816 -0.549163 0.00 0.00 0.00 0.1184
H 3.920393 -3.969190 0.290064 0.00 -0.01 0.01 0.1041
H 4.275221 -2.554707 2.331784 0.01 -0.01 -0.01 0.0969
H 2.285186 -1.571173 3.438924 0.00 0.01 0.00 0.1030
C -1.740773 3.131070 -1.443418 0.01 -0.03 0.02 0.0250
C -2.435678 2.301607 -0.422461 -0.03 -0.02 0.05 -0.3528
N -2.251611 1.023691 -0.151142 0.03 0.09 -0.06 0.0774
C -3.138653 0.702318 0.852523 -0.01 -0.05 0.03 -0.1387
C -3.859423 1.796066 1.202802 0.01 0.01 -0.01 -0.0862
N -3.399514 2.806291 0.383602 -0.02 -0.01 -0.02 0.1040
H -1.649495 2.582102 -2.378751 -0.01 0.00 -0.04 0.0667
H -0.734442 3.385681 -1.106415 0.02 -0.02 0.00 0.0737
H -2.294793 4.055578 -1.614852 0.02 0.01 0.01 0.0805
H -3.174717 -0.294760 1.256719 0.00 0.01 -0.02 0.0978
H -4.628755 1.949820 1.937518 0.00 0.00 0.00 0.1046
H -3.700433 3.763621 0.384394 0.00 0.00 0.00 0.1489
C -2.825520 -0.651978 -3.280003 0.02 0.00 -0.01 -0.0585
C -1.652663 0.200954 -3.646925 -0.05 0.05 0.06 -0.4098
C -1.443602 0.859967 -4.842305 0.00 0.02 -0.01 -0.1069
C -0.215418 1.555025 -4.701474 -0.03 0.01 0.01 -0.1093
C 0.249476 1.271719 -3.431827 -0.02 0.03 0.01 -0.4140
C 1.503435 1.810410 -2.809904 -0.01 -0.03 -0.01 -0.0477
N -0.628206 0.447043 -2.769368 0.10 -0.08 -0.02 -0.0017
H -3.499678 -0.741415 -4.133709 0.00 0.00 0.00 0.0692
H -3.395841 -0.224998 -2.448291 0.01 -0.01 -0.01 0.0551
H -2.524834 -1.659069 -2.981761 0.00 0.00 0.00 0.0603
H -2.096648 0.834210 -5.703499 0.00 0.00 0.00 0.0750
H 0.274076 2.188678 -5.428157 0.00 0.00 0.00 0.0765
H 1.752479 2.774779 -3.259333 0.02 -0.01 0.00 0.0720
H 2.366432 1.151623 -2.952324 0.00 -0.01 0.02 0.0661
H 1.385900 1.957249 -1.734855 0.00 0.02 0.01 0.0448

***

75
Properties=species:S:1:pos:R:3:forces:R:3:lowdin_charge:R:1 method="wB97M-V/def2-TZVPD" lumo_ev=0.45 homo_lumo_gap_ev=3.984 total_charge=-1 e_above_lowest_ev=2.128 homo_energy_ev=-3.5
Rb -1.053793 -0.828135 -0.929907 -0.07 1.24 0.30 0.9474
O 3.186773 -5.541045 -1.756408 1.38 -0.97 1.16 0.0954
C 3.745594 -5.110914 -0.657976 -0.10 -0.53 -0.50 -0.5406
O 4.637866 -5.703330 -0.083419 0.13 0.09 0.20 0.0303
C 3.216900 -3.819721 -0.126257 0.13 0.09 0.18 -0.0501
C 3.666244 -3.166189 1.000098 -0.03 0.10 -0.29 -0.5678
Cl 4.969100 -3.566359 2.018149 0.05 -0.01 0.04 0.8009
N 2.953103 -2.011059 1.129525 -0.09 -0.50 0.03 -0.0717
N 2.038763 -1.907480 0.134219 0.15 0.42 0.08 0.1543
C 2.203076 -2.965191 -0.633123 -0.03 -0.11 0.10 -0.1094
C 1.379700 -3.094551 -1.904438 -0.21 0.36 -0.11 -0.5554
O 1.609897 -4.116239 -2.609283 -1.19 0.97 -0.46 0.0703
O 0.590711 -2.177585 -2.155493 1.02 -0.86 -0.54 -0.2166
C 3.116537 -0.945582 2.052998 0.04 0.23 -0.03 -0.2006
C 2.935688 0.352403 1.584123 -0.03 -0.12 -0.05 -0.0128
C 3.080551 1.422642 2.448737 -0.07 0.04 0.01 -0.0810
C 3.411519 1.208313 3.779506 0.02 0.07 0.05 -0.0954
C 3.603801 -0.085079 4.237623 -0.02 0.01 0.02 -0.0821
C 3.451723 -1.166543 3.383367 -0.12 -0.06 -0.03 -0.0530
H 2.415992 -4.896676 -2.089176 -0.08 0.08 -0.46 -0.0454
H 2.671737 0.494847 0.546240 -0.02 0.03 -0.01 0.1147
H 2.934734 2.429815 2.077433 -0.01 -0.02 0.01 0.1032
H 3.516905 2.044368 4.460172 0.02 -0.01 -0.03 0.0992
H 3.866685 -0.258705 5.273252 -0.03 -0.02 0.00 0.1035
H 3.583350 -2.170249 3.755271 -0.04 -0.02 0.00 0.0801
O -0.466911 1.340919 6.998054 0.11 -0.19 -0.21 0.0792
N -1.166952 2.133074 6.397264 -0.04 0.20 0.89 -0.3431
O -1.808859 3.004333 6.958595 -0.10 0.00 -0.15 0.0681
C -1.209291 2.084007 4.948817 -0.17 0.31 -1.10 -0.0774
C -1.551640 3.241935 4.325172 0.11 -0.29 0.71 0.0643
C -1.519888 3.355040 2.915610 0.06 -0.20 -0.60 -0.1328
C -1.875065 4.543358 2.250356 0.05 -0.04 0.07 -0.0038
C -1.741353 4.611857 0.891109 -0.05 0.11 0.03 -0.0371
C -1.253441 3.486589 0.212076 0.09 -0.10 0.13 -0.1143
N -0.967821 2.342807 0.797763 -0.01 0.02 -0.27 0.1389
C -1.106538 2.256277 2.131836 -0.16 0.30 0.21 -0.1327
C -0.837397 0.990842 2.787125 0.04 0.00 0.29 -0.1433
N -0.558934 -0.054103 1.998552 0.10 -0.07 -0.12 0.1018
C -0.340509 -1.225456 2.544724 -0.04 -0.02 -0.11 -0.1157
C -0.406436 -1.442279 3.924198 -0.05 0.05 0.17 -0.0169
C -0.684524 -0.386683 4.751340 0.09 -0.03 -0.06 0.0090
C -0.890402 0.893145 4.197684 0.05 -0.13 0.00 -0.0591
H -1.817048 4.096111 4.932230 -0.01 0.03 -0.04 0.1289
H -2.250086 5.381504 2.825334 0.05 0.03 -0.01 0.1198
H -2.002710 5.505953 0.342315 0.01 0.00 -0.01 0.1074
H -1.085663 3.530165 -0.859422 -0.07 0.01 -0.01 0.1049
H -0.116312 -2.038943 1.862558 0.00 -0.02 0.03 0.1090
H -0.250117 -2.432815 4.328385 0.01 -0.01 -0.02 0.1139
H -0.739427 -0.531245 5.815924 0.01 0.00 0.07 0.1045
O -3.187633 1.878265 -2.029870 0.00 0.01 0.02 -0.0671
C -2.424222 2.434038 -3.090563 -0.07 0.13 -0.22 -0.2880
C -3.029101 1.958670 -4.404776 0.05 -0.15 0.20 -0.1627
C -2.792321 0.456844 -4.650318 0.05 0.23 0.03 -0.1236
C -1.381010 0.166321 -5.081417 -0.06 0.00 -0.08 -0.2804
C -1.078277 -0.128977 -6.408337 0.08 -0.04 -0.03 -0.0264
C 0.232755 -0.411333 -6.755543 -0.04 0.02 0.06 -0.0724
C 1.208783 -0.374138 -5.772734 -0.01 0.01 -0.04 -0.0611
C 0.824203 -0.034938 -4.485364 0.03 -0.02 -0.03 -0.1293
N -0.432978 0.228858 -4.145319 -0.03 -0.01 0.21 0.1059
H -2.625091 1.734265 -1.264356 -0.05 -0.03 0.07 0.0345
H -1.381750 2.115556 -3.038395 0.04 0.03 0.05 0.0974
H -2.464763 3.532760 -3.051398 0.01 -0.04 0.03 0.1090
H -2.614466 2.548901 -5.226569 -0.03 0.01 -0.03 0.1151
H -4.104303 2.147361 -4.355179 0.00 0.04 -0.06 0.1142
H -3.480762 0.100797 -5.417478 -0.02 -0.03 0.03 0.1114
H -3.008776 -0.076660 -3.722836 -0.04 -0.07 -0.05 0.1216
H -1.864257 -0.150651 -7.152491 -0.02 -0.03 0.03 0.1072
H 0.486583 -0.667170 -7.776738 0.00 0.00 0.00 0.1019
H 2.239206 -0.615529 -5.993808 0.01 0.02 0.03 0.1009
H 1.551323 0.017270 -3.683006 0.00 -0.08 -0.01 0.1094
C -3.159246 -3.199151 -1.148865 0.09 0.03 0.28 -0.4710
O -3.117656 -2.040318 -0.435146 -0.72 -0.17 0.29 -0.6609
H -4.018609 -3.858121 -0.881109 0.05 -0.04 -0.18 0.0391
H -2.247916 -3.831125 -0.986141 -0.12 -0.12 -0.18 0.0425
H -3.215575 -3.039968 -2.255076 -0.06 -0.17 0.03 0.0422

***

24
Properties=species:S:1:pos:R:3:forces:R:3:mulliken_spin:R:1 method="wB97M-V/def2-TZVPD" lumo_ev="2.72 / 2.73" homo_lumo_gap_ev="5.614 / 5.652" multiplicity=3 total_charge=-1 e_above_lowest_ev=0.739 homo_energy_ev="-2.9 / -2.9"
Pr -1.500124 0.123514 2.009868 0.53 -0.20 -1.36 2.0390
Cl -3.495050 1.033741 0.685614 -1.12 0.55 -0.27 -0.0042
Cl -0.638440 -1.164243 4.074607 0.27 -0.27 1.29 -0.0033
C -1.213542 -1.831871 0.789082 -0.22 0.45 0.88 -0.0265
H -0.925368 -2.609896 1.520067 0.20 0.35 -0.50 0.0014
H -2.021529 -2.211220 0.133809 0.90 0.39 -0.17 0.0003
C 0.438301 0.496993 0.476934 -1.01 1.37 1.79 -0.0203
C 0.024195 -0.983795 0.169021 -2.23 -1.02 -1.70 0.0030
H 0.544501 1.064483 1.489480 0.27 -1.62 -0.65 0.0077
C -0.409075 -0.896895 -1.358018 0.82 0.46 -0.05 -0.0027
H 0.800767 -1.706511 0.244022 1.41 -0.33 0.03 -0.0008
C 0.775248 -0.443587 -2.250875 -0.56 0.09 0.17 -0.0001
H -0.821988 -1.834240 -1.740526 0.27 -0.17 0.27 0.0014
H -1.229900 -0.158996 -1.432559 0.36 -0.21 0.12 -0.0001
C 1.226981 0.966755 -1.837055 -0.22 -0.34 -0.35 -0.0010
H 1.607128 -1.165443 -2.139908 -0.21 0.30 0.01 0.0005
H 0.475316 -0.472209 -3.306539 0.03 0.06 0.05 0.0000
C 1.610483 0.930401 -0.368994 0.69 0.33 0.21 0.0013
H 2.047314 1.305191 -2.477801 0.10 0.04 0.02 0.0003
H 0.382330 1.671223 -1.947946 0.30 -0.25 -0.06 0.0001
H 2.423975 0.189255 -0.237225 0.12 0.05 -0.24 -0.0005
H 2.098844 1.908507 -0.079360 -0.90 -0.80 0.02 -0.0001
O -1.193409 3.305437 4.189400 0.65 -2.75 -2.73 0.0016
C -1.006960 2.483409 3.394901 -0.47 3.49 3.21 0.0031